[1]
Below is C43H40AsCl2N4O2Ru as an isolated structure, with properties calculated with ωB97M-V/def2-TZVPD.

XYZ file:
```
93
Properties=species:S:1:pos:R:3:forces:R:3
Ru -0.500 -1.757 0.643 -0.0148 -0.1022 0.2522
O 2.902 2.851 5.595 -0.0198 0.0004 0.0027
C 1.584 3.038 5.385 0.0146 0.0206 -0.0174
O 1.032 4.006 5.819 -0.0068 -0.0074 0.0102
C 0.864 1.997 4.573 0.0281 -0.0065 0.0209
C -0.347 2.374 4.009 -0.0164 -0.0006 -0.0268
C -1.057 1.485 3.220 0.0166 0.0348 0.0439
C -0.548 0.213 3.013 -0.0539 -0.0657 0.0006
C 0.653 -0.189 3.581 0.0031 0.0268 -0.0168
C 1.351 0.707 4.370 -0.0031 0.0062 -0.0124
N -1.276 -0.728 2.217 0.1015 0.0804 0.0437
C -2.490 -0.980 2.523 -0.0983 -0.0558 -0.0461
C -3.209 -1.959 1.713 0.0406 0.0582 0.0523
C -4.533 -2.295 1.927 -0.0162 -0.0318 -0.0212
C -5.116 -3.251 1.108 -0.0141 0.0281 0.0261
C -4.354 -3.836 0.112 0.0385 -0.0088 -0.0279
C -3.031 -3.449 -0.040 -0.0270 -0.0067 0.0118
N -2.469 -2.528 0.739 0.0527 0.0310 -0.1202
H 3.232 2.098 5.091 0.0079 -0.0087 0.0009
H -0.712 3.377 4.182 0.0019 0.0029 0.0004
H -1.976 1.792 2.735 0.0027 0.0071 -0.0080
H 1.006 -1.198 3.417 0.0021 -0.0058 -0.0018
H 2.267 0.373 4.842 -0.0022 -0.0066 -0.0021
H -2.975 -0.497 3.367 0.0033 -0.0011 0.0030
H -5.090 -1.819 2.722 0.0056 0.0059 -0.0001
H -6.150 -3.535 1.249 0.0014 -0.0046 -0.0002
H -4.767 -4.590 -0.543 -0.0007 0.0003 0.0020
H -2.395 -3.888 -0.797 -0.0071 -0.0060 -0.0018
Cl 1.041 -5.295 3.610 -0.0092 -0.0274 0.0577
C 1.710 -4.839 2.110 0.0054 -0.0445 0.0368
C 2.827 -5.628 1.623 0.0283 -0.0279 0.0066
C 3.466 -5.320 0.488 0.0273 -0.0084 0.0188
C 3.101 -4.152 -0.355 -0.0161 0.0111 -0.0609
C 1.880 -3.383 0.157 0.0039 0.0092 -0.0292
Cl 0.518 -3.209 -1.073 -0.0606 0.0342 0.0452
C 1.199 -3.780 1.419 0.0787 -0.0454 -0.0212
N 0.213 -2.973 1.866 -0.1285 0.2767 -0.2680
H 3.129 -6.479 2.218 -0.0085 0.0035 0.0011
H 4.292 -5.940 0.160 0.0006 0.0083 -0.0061
H 3.018 -4.445 -1.404 0.0076 -0.0073 0.0071
C -0.424 0.859 -6.957 0.0041 -0.0011 -0.0049
C -0.396 0.733 -5.460 -0.0068 0.0046 0.0010
C -1.149 -0.228 -4.803 0.0118 -0.0070 -0.0039
C -1.138 -0.355 -3.418 -0.0002 -0.0065 0.0022
C -2.051 -1.393 -2.814 -0.0268 0.0047 0.0127
C -0.325 0.507 -2.662 0.0026 0.0605 -0.0098
As -0.408 0.369 -0.726 -0.0411 -0.2696 -0.0048
N 1.018 -0.413 0.127 0.0982 0.0252 -0.0643
C 2.164 -0.911 -0.481 -0.0659 -0.0032 0.0490
C 2.800 -0.522 -1.597 0.0411 -0.0576 -0.0225
C 4.003 -1.218 -2.068 -0.0209 0.0234 0.0114
C 4.545 -2.280 -1.470 -0.0337 0.0105 0.0052
C 3.957 -2.835 -0.212 0.0280 0.0057 0.0404
C 2.700 -2.079 0.295 0.0145 0.0250 -0.0011
C -0.667 2.172 -0.072 0.0298 0.0121 0.0217
C 0.268 2.922 0.655 0.0034 -0.0171 -0.0022
C 1.633 2.427 1.056 0.0307 0.0378 -0.0240
C -0.088 4.209 1.053 -0.0156 0.0036 0.0128
C -1.327 4.764 0.769 0.0020 0.0026 0.0025
C -1.675 6.160 1.204 -0.0016 0.0001 0.0058
C -2.242 3.991 0.064 -0.0102 -0.0218 0.0032
C -1.935 2.706 -0.361 -0.0215 0.0260 0.0432
C -2.979 1.931 -1.124 0.0037 -0.0006 -0.0238
C 0.411 1.516 -3.305 0.0086 0.0066 -0.0226
C 1.227 2.546 -2.574 -0.0040 0.0281 -0.0044
C 0.371 1.598 -4.691 0.0050 -0.0129 0.0011
H -0.946 0.022 -7.417 0.0002 -0.0004 0.0013
H 0.587 0.899 -7.363 -0.0022 -0.0003 -0.0020
H -0.932 1.778 -7.255 0.0006 0.0005 0.0018
H -1.772 -0.898 -5.383 0.0025 -0.0018 -0.0001
H -2.643 -1.863 -3.598 -0.0016 -0.0021 0.0021
H -2.739 -0.952 -2.089 0.0071 0.0015 -0.0034
H -1.499 -2.176 -2.297 0.0139 -0.0008 -0.0177
H 2.413 0.274 -2.213 -0.0107 0.0190 0.0046
H 4.460 -0.838 -2.974 0.0040 -0.0006 0.0018
H 5.434 -2.749 -1.873 -0.0054 -0.0111 0.0037
H 4.715 -2.944 0.565 0.0143 0.0065 -0.0179
H 2.753 -1.792 1.348 -0.0002 -0.0177 0.0026
H 1.588 1.444 1.517 -0.0058 0.0037 0.0187
H 2.088 3.133 1.749 -0.0053 -0.0003 0.0043
H 2.306 2.340 0.200 -0.0132 -0.0384 -0.0027
H 0.631 4.791 1.619 -0.0001 -0.0030 -0.0019
H -0.931 6.557 1.892 0.0000 -0.0006 -0.0017
H -2.647 6.186 1.696 -0.0007 0.0003 -0.0026
H -1.728 6.829 0.343 0.0045 -0.0012 -0.0009
H -3.223 4.397 -0.160 0.0031 0.0042 -0.0029
H -3.931 2.459 -1.109 0.0008 0.0045 -0.0082
H -3.141 0.937 -0.694 0.0047 0.0043 0.0140
H -2.691 1.790 -2.169 -0.0122 -0.0024 0.0075
H 1.690 2.150 -1.675 0.0060 -0.0124 0.0201
H 0.604 3.391 -2.274 0.0005 -0.0003 -0.0012
H 2.020 2.925 -3.218 -0.0067 0.0032 -0.0004
H 0.956 2.367 -5.183 -0.0026 0.0001 0.0015
```
Positions in Å, forces in eV/Å.

Output
relative energy (zero: lowest compared OMol25 entry of this formula, charge and spin)	29.5	kcal per mole
net charge	+1
HOMO energy	-9.42	eV
LUMO	-4.244	eV
E	-5282.87757	Eh
molar mass	891.717	g mol⁻¹

Here are the Löwdin charges for atoms 1 to 5, given in e: atom 1 (Ru): 0.95, atom 2 (O): 0.13, atom 3 (C): -0.48, atom 4 (O): 0.14, atom 5 (C): -0.12

---

[2]
Below is a 3-piece molecular cluster, C4H14N2O2 overall, with properties calculated with ωB97M-V/def2-TZVPD.

XYZ file:
```
22
Properties=species:S:1:pos:R:3:forces:R:3
C 1.237 0.225 1.996 -0.1315 0.0436 -0.1017
C 0.797 0.163 0.741 0.1819 -0.0040 -0.1091
N 1.204 -0.836 -0.155 0.1771 0.5815 0.0266
C -0.071 1.231 0.163 -0.8557 0.0678 -0.2276
C -1.466 0.763 -0.270 -0.1767 -0.2652 0.4583
N -2.170 0.013 0.805 0.3060 0.2556 -0.4159
H 1.841 -0.571 2.408 0.1027 0.0638 0.1638
H 0.990 1.092 2.587 0.0960 -0.0367 0.2471
H 0.433 -1.281 -0.639 0.0266 -0.3264 0.0463
H 1.836 -1.476 0.300 -0.1844 -0.3786 -0.1843
H 0.365 1.640 -0.744 0.3301 0.1740 0.1038
H -0.203 2.022 0.904 0.1220 0.0470 -0.0280
H -1.400 0.111 -1.135 0.0963 -0.0695 -0.2519
H -2.041 1.641 -0.570 0.0618 0.0455 -0.0487
H -3.157 0.238 0.762 0.0653 -0.0118 0.3374
H -1.775 0.297 1.698 -0.3537 -0.1342 -0.0069
O 2.064 1.246 -2.231 -0.0989 0.0498 -0.2782
H 2.816 1.814 -2.043 0.0589 -0.1647 0.1329
H 2.083 0.497 -1.615 0.0946 0.0227 0.0946
O -1.408 -2.382 -0.588 -0.3850 0.1131 0.2974
H -1.904 -1.773 0.013 0.4363 -0.1012 -0.1742
H -1.453 -3.241 -0.156 0.0302 0.0279 -0.0816
```
Positions in Å, forces in eV/Å.

Output
relative energy (zero: lowest compared OMol25 entry of this formula, charge and spin)	9.7	kcal per mole
SMILES	C=C(N)CCN.O.O
HOMO energy	-8.53	eV
LUMO	0.873	eV
E	-420.78968	Eh
molar mass	122.168	g mol⁻¹

Here are the natural (NBO) charges for atoms 1 to 5, given in e: atom 1 (C): -0.52, atom 2 (C): 0.20, atom 3 (N): -0.86, atom 4 (C): -0.48, atom 5 (C): -0.21

---

[3]
Below is an isolated ion of composition C4H9INO and charge +1 at a distorted geometry, with properties calculated with ωB97M-V/def2-TZVPD.

XYZ file:
```
16
Properties=species:S:1:pos:R:3:forces:R:3
C -1.239 1.343 0.157 0.2395 -0.3389 0.5537
C -0.480 0.588 1.284 -0.7648 1.7943 0.1994
C 0.892 -0.973 0.119 0.4707 0.6931 -0.0770
C 0.956 -2.294 -0.519 -0.3148 -0.4279 -0.0543
N -0.387 1.422 -1.001 -0.0048 -0.1295 -0.3797
O -0.139 -0.683 0.780 0.4150 -1.2788 -0.5031
I 2.570 0.261 -0.045 -0.2266 -0.3950 0.1995
H -2.146 0.784 -0.079 0.0100 0.0751 0.0164
H -1.527 2.313 0.573 -0.0671 -0.0707 -0.0129
H 0.411 1.148 1.580 -0.0450 -0.2586 0.0027
H -1.139 0.425 2.138 0.2301 -0.1345 -0.0839
H 1.788 -2.873 -0.113 0.0861 0.1105 0.0849
H 1.155 -2.194 -1.589 0.0155 0.1662 0.0426
H 0.026 -2.842 -0.368 0.0165 0.0561 0.0158
H -0.880 1.290 -1.873 -0.0285 0.1356 0.0667
H 0.138 2.285 -1.044 -0.0319 0.0030 -0.0709
```
Positions in Å, forces in eV/Å.

Output
relative energy (zero: lowest compared OMol25 entry of this formula, charge and spin)	14.4	kcal per mole
net charge	+1
HOMO energy	-13.53	eV
LUMO	-4.967	eV
E	-585.20801	Eh
molar mass	214.026	g mol⁻¹

Here are the natural (NBO) charges for atoms 1 to 5, given in e: atom 1 (C): -0.24, atom 2 (C): -0.10, atom 3 (C): 0.50, atom 4 (C): -0.76, atom 5 (N): -0.86

---

[4]
Below is an isolated ion of composition C4H9N2O2 and charge -1, with properties calculated with ωB97M-V/def2-TZVPD.

XYZ file:
```
17
Properties=species:S:1:pos:R:3:forces:R:3
C -1.259 -0.300 -1.106 -0.6420 -0.0969 -0.0702
C -0.718 -0.280 0.339 0.3001 -0.5066 -0.7720
N 0.601 -0.868 0.567 0.4248 0.0439 -0.0447
C 1.676 -0.766 -0.533 -0.1240 -0.1368 -0.2813
O 1.362 -1.277 -1.703 0.0417 -0.0524 0.0904
C -0.846 1.105 0.938 -0.4631 0.2779 0.4926
N 0.317 1.769 1.102 0.6182 -0.4350 -0.2303
O -1.936 1.568 1.256 -0.0333 0.1485 -0.1547
H -2.292 0.076 -1.103 0.1589 0.2180 0.0823
H -0.668 0.221 -1.853 0.2040 0.0757 0.1816
H -1.326 -1.338 -1.427 0.2540 -0.0487 -0.0828
H -1.438 -0.900 0.863 -0.1316 0.0780 0.4824
H 0.500 -1.874 0.643 -0.2369 0.0627 0.0710
H 1.965 0.320 -0.575 -0.0790 0.0562 0.1256
H 2.528 -1.279 -0.009 0.0295 0.1254 0.0299
H 0.398 2.643 1.586 -0.3783 0.0450 0.0794
H 1.135 1.180 1.015 0.0572 0.1451 0.0007
```
Positions in Å, forces in eV/Å.

Output
relative energy (zero: lowest compared OMol25 entry of this formula, charge and spin)	36.0	kcal per mole
SMILES	C[C@@H](NC[O-])C(N)=O
net charge	-1
HOMO energy	-2.82	eV
LUMO	3.989	eV
E	-417.82529	Eh
molar mass	117.128	g mol⁻¹

Here are the natural (NBO) charges for atoms 1 to 5, given in e: atom 1 (C): -0.61, atom 2 (C): -0.14, atom 3 (N): -0.72, atom 4 (C): 0.14, atom 5 (O): -0.93

---

[5]
Below is one molecule with the formula C12H24N6O3S at a distorted geometry, with properties calculated with ωB97M-V/def2-TZVPD.

XYZ file:
```
46
Properties=species:S:1:pos:R:3:forces:R:3
O -4.306 0.168 -0.024 1.1209 -0.0627 -1.0880
O 1.126 -3.155 1.602 3.0422 0.1381 -2.3676
O -0.365 -1.523 -2.275 -1.4419 0.4267 0.7313
S 2.724 0.178 1.088 0.8910 -0.8261 -0.1702
C -3.955 -0.082 -1.190 -3.6684 -0.4269 1.3103
C 2.007 -2.966 0.708 -3.2298 0.0712 1.3718
C -0.488 -1.052 -1.130 1.2916 0.3355 -3.0012
C 1.090 2.968 1.440 -2.2969 1.0785 -0.6448
N 1.707 2.487 2.442 1.3356 -1.7423 4.4331
N 3.097 -3.735 0.464 -1.0744 -0.9609 0.6161
N -0.096 3.580 1.656 -0.8596 0.1812 -3.3052
N 0.487 -1.230 -0.249 -2.2063 0.6141 1.9042
N -2.729 -0.002 -1.657 3.0255 0.5203 2.1236
N 1.655 2.805 0.299 0.9202 1.1820 -3.6745
C -5.049 -0.626 -2.139 -1.5990 1.7330 -0.3305
C 3.497 -4.990 1.146 0.9618 2.0600 0.3932
C -1.178 3.651 0.618 -0.4334 -1.4102 -0.8542
C -1.937 2.307 0.195 0.9377 -0.4025 1.2498
C 2.758 -0.743 -0.472 1.9307 -0.1581 -0.2085
C -0.953 1.370 -0.574 0.0192 1.3923 0.6125
C 1.735 -1.857 -0.407 1.1374 -1.0816 0.1526
C -1.530 0.057 -0.745 -2.4983 -3.6908 1.4740
H 1.183 2.203 3.272 0.1791 0.3913 -0.4834
H 2.412 1.784 2.210 0.3516 0.3206 -0.0080
H 3.680 -3.448 -0.265 0.7484 0.5081 -1.1869
H -0.461 3.530 2.560 -0.2999 -0.0844 1.4980
H 0.337 -0.668 0.573 0.7253 -0.4270 0.6130
H -2.477 -0.202 -2.580 0.0404 -0.6765 -1.5532
H 2.415 2.073 0.228 -0.5352 0.0923 0.4277
H 1.395 3.316 -0.556 -0.0970 -0.5054 1.0232
H -6.083 -0.680 -1.576 2.3700 -0.0894 -1.0946
H -4.710 -1.554 -2.549 -0.0859 -0.9502 0.0622
H -5.222 -0.001 -3.086 0.3587 -0.4357 1.4256
H 3.582 -4.641 2.168 0.0923 -0.7759 0.5474
H 4.504 -5.270 0.790 -0.5067 0.2107 0.1027
H 2.854 -5.840 1.071 -0.7985 -0.1881 -0.2894
H -1.985 4.140 1.073 -0.7575 1.4763 0.7989
H -0.921 4.219 -0.302 0.3413 -0.2900 0.7733
H -2.374 1.782 1.159 1.1142 0.8612 -1.8077
H -2.862 2.515 -0.397 0.9126 0.1983 0.3041
H 3.791 -1.060 -0.821 -0.8975 -0.1714 0.9869
H 2.525 -0.088 -1.289 -0.7168 0.4155 -0.5277
H -0.632 1.779 -1.548 0.0312 0.1723 0.4254
H -0.091 1.129 0.057 0.1676 0.8388 -0.2034
H 1.705 -2.405 -1.341 -0.0645 -0.0664 -0.3427
H -1.862 -0.228 0.352 0.0206 0.2038 -2.2192
```
Positions in Å, forces in eV/Å.

Output
relative energy (zero: lowest compared OMol25 entry of this formula, charge and spin)	0.0	kcal per mole
HOMO energy	-7.38	eV
LUMO	0.258	eV
E	-1424.07700	Eh
molar mass	332.430	g mol⁻¹

Here are the natural (NBO) charges for atoms 1 to 5, given in e: atom 1 (O): -0.66, atom 2 (O): -0.64, atom 3 (O): -0.67, atom 4 (S): -0.64, atom 5 (C): 0.67

---

[6]
Below is C4H8Cl2 as an isolated structure at a distorted geometry, with properties calculated with ωB97M-V/def2-TZVPD.

XYZ file:
```
14
Properties=species:S:1:pos:R:3:forces:R:3
C -0.754 1.909 0.103 2.5664 0.0730 1.5352
C -0.481 0.427 -0.351 0.6003 -0.2353 2.0128
C 0.597 -0.534 0.258 -1.2916 5.5389 4.1670
C 0.515 -1.914 -0.019 -1.7591 -5.1839 -1.0273
H -1.189 2.008 1.139 -0.3795 -0.6928 -1.3957
H 0.136 2.583 0.302 -0.3738 -1.0867 -0.9904
H -1.311 2.336 -0.701 -0.7810 0.5036 -0.0733
H -0.188 0.251 -1.356 -0.6308 0.7436 -1.4953
H 0.538 -0.494 1.420 0.1182 0.4226 -1.8808
H -0.300 -2.317 1.016 2.8948 0.4431 -3.7150
H -0.100 -2.295 -1.182 2.2344 1.3256 3.6911
H 1.657 -2.204 0.032 -2.5905 -0.6610 -0.0123
Cl -2.010 -0.346 0.009 -1.4811 -0.7864 -0.2931
Cl 2.097 0.393 -0.045 0.8733 -0.4044 -0.5227
```
Positions in Å, forces in eV/Å.

Output
relative energy (zero: lowest compared OMol25 entry of this formula, charge and spin)	75.4	kcal per mole
HOMO energy	-10.26	eV
LUMO	0.797	eV
E	-1077.48448	Eh
molar mass	127.014	g mol⁻¹

Here are the natural (NBO) charges for atoms 1 to 5, given in e: atom 1 (C): -0.63, atom 2 (C): -0.21, atom 3 (C): -0.25, atom 4 (C): -0.65, atom 5 (H): 0.23